No. 1
Below is a 19-piece molecular cluster, C19H76O19 overall, with properties calculated with the ωB97M-V functional and the def2-TZVPD basis.

```
114
Properties=species:S:1:pos:R:3:forces:R:3:lowdin_charge:R:1
O -3.877190 -2.470026 1.004581 -0.41 1.16 -0.49 -0.148
O 0.303117 4.556770 -2.869082 0.25 -0.30 -0.05 -0.114
O -3.765076 3.685675 -0.907779 -0.54 0.29 -0.14 -0.161
O -2.848619 1.147055 -1.565856 -0.58 0.00 -0.81 -0.183
O -1.935922 -0.682310 1.849368 -0.91 -0.13 0.57 -0.164
O 2.407182 -2.890656 -1.767637 -0.14 -1.01 -0.45 -0.161
O -0.589978 0.250588 -0.423373 0.18 0.34 -0.15 -0.138
O -6.110741 -1.059543 0.210510 -0.92 0.05 -0.12 -0.138
O -0.892729 -1.508966 4.393835 0.07 -0.30 0.59 -0.135
O 3.670523 -0.480313 -2.233340 -0.52 0.77 0.90 -0.174
O -0.639853 -4.499633 -0.208942 -1.10 0.41 -1.09 -0.128
O 3.439010 2.296367 -5.624142 -0.98 1.36 -0.23 -0.138
O -0.763224 -0.850463 -5.147051 -0.08 0.61 -0.09 -0.105
O 0.501663 1.861455 3.651045 0.06 -0.16 0.01 -0.167
O 1.535500 -2.899762 3.542961 1.21 0.23 1.15 -0.125
O 5.158502 -4.421513 1.722854 -0.03 -0.98 1.26 -0.117
O -0.825406 4.131581 2.244098 0.10 -0.53 -0.32 -0.162
O 2.990857 1.234746 2.542658 0.61 -0.57 0.29 -0.139
O 4.143115 1.089307 -0.042720 -0.31 0.30 0.83 -0.155
C 0.144818 -1.137207 -4.113539 1.54 -0.39 -0.59 -0.158
C 0.782559 2.147160 5.035403 -0.31 -0.17 -1.17 -0.103
C -5.002257 3.776255 -0.201350 0.36 0.12 -0.20 -0.157
C -0.729894 3.604650 -3.002773 -0.98 -0.29 0.69 -0.158
C 4.873010 -0.379461 -2.974481 -1.76 -1.36 -1.55 -0.117
C 3.106312 -4.101298 -2.062829 1.74 0.24 0.60 -0.155
C -3.596787 -3.777448 1.370518 2.08 -0.77 0.24 -0.148
C 4.651053 -3.119656 1.759765 -0.67 1.67 -0.07 -0.201
C -0.836787 4.079597 0.773044 -0.73 0.30 1.41 -0.080
C -2.574383 0.573885 2.176962 0.24 0.09 -0.77 -0.091
C 0.804577 0.013862 -0.534971 0.40 -0.62 -0.05 -0.102
C 3.963721 2.471989 -0.371135 -1.61 -0.21 0.33 -0.118
C -5.619938 0.196041 -0.275860 -0.53 0.39 -0.44 -0.122
C -2.934480 0.548668 -2.877876 -0.15 0.92 0.17 -0.095
C 1.126887 -3.322539 2.296010 -2.43 -0.21 -1.05 -0.199
C 2.120330 2.598174 -5.085398 -0.26 -1.81 -0.84 -0.142
C -1.717999 -0.893071 5.367436 -0.27 0.32 0.61 -0.145
C -1.089005 -3.484771 -1.152802 0.09 -0.65 -0.02 -0.119
C 3.013086 0.064701 3.377939 -1.48 -0.85 -1.31 -0.105
H -2.912289 1.056093 1.244847 0.22 0.05 0.26 0.074
H 4.627236 2.643359 -1.175255 0.89 0.59 -0.64 0.064
H 2.941554 -2.118246 -1.987619 0.31 0.42 -0.18 0.014
H -5.354996 0.821677 0.562279 0.36 0.25 0.30 0.056
H 1.033731 -1.040284 -0.785249 -0.21 0.28 0.39 0.070
H -3.877180 -4.502733 0.627175 -0.75 -0.36 -0.28 0.081
H -0.199350 -3.059802 -1.630334 -0.25 0.18 0.06 0.045
H -1.816704 1.176067 2.673508 -0.06 0.12 -0.07 0.071
H 5.044354 -4.815128 2.624508 0.23 0.53 -1.34 0.104
H -1.972910 0.372538 -3.344804 0.25 -0.12 0.20 0.053
H 4.153576 -4.098827 -1.581882 -1.38 0.04 -0.70 0.097
H 0.212533 -3.974080 2.395639 0.74 0.25 -0.17 0.093
H -1.900055 4.056781 0.437521 0.95 0.37 -0.16 0.073
H -0.220391 4.926844 0.462447 -0.37 -0.20 -0.64 0.084
H 3.877557 0.000389 3.983217 1.04 0.23 0.57 0.072
H 3.703874 0.913623 0.821145 0.23 0.33 -0.35 0.055
H -0.891622 -1.619229 -5.686339 -0.06 -0.58 -0.34 0.069
H 0.092710 2.628533 3.244399 -0.26 0.51 -0.21 0.034
H 2.559781 -4.885923 -1.581234 -0.35 -0.50 0.30 0.057
H -0.369353 2.592752 -2.891091 0.60 -0.19 -0.10 0.065
H -5.911837 3.470426 -0.752456 0.52 0.17 -0.15 0.078
H -5.099340 4.827730 0.096017 -0.12 -0.25 -0.13 0.080
H 2.943249 -0.847190 2.755137 0.35 0.44 0.06 0.067
H -6.370234 0.776678 -0.855762 0.18 -0.60 0.22 0.093
H -3.456725 1.263491 -3.531292 0.04 -0.17 0.23 0.091
H -3.581300 2.803357 -1.281993 -0.19 -0.13 0.37 0.032
H 5.558825 0.247449 -2.522953 1.59 1.11 1.12 0.054
H -1.277985 -1.272251 3.534798 0.22 0.01 -0.26 0.041
H 1.106893 0.560302 -1.408054 0.46 0.50 -0.26 0.062
H 0.398259 -0.217215 -3.649587 -0.05 0.99 0.59 0.045
H -4.973356 3.182328 0.705766 0.02 -0.20 0.34 0.055
H -4.750406 0.057412 -0.926968 -0.23 -0.26 0.43 0.063
H -2.764938 -1.025929 5.084312 -0.08 0.52 -0.14 0.078
H 1.984899 3.565140 -4.644421 0.41 0.64 0.30 0.050
H 4.055798 3.201105 0.453253 0.58 -0.65 -0.09 0.089
H 0.792140 -2.477440 1.657712 0.22 -0.07 0.12 0.080
H 1.864497 -3.875995 1.692852 0.20 0.22 0.82 0.084
H 4.688122 0.013681 -3.994930 -0.11 -0.19 0.49 0.087
H 3.239072 -4.423884 -3.127567 -0.33 0.86 0.51 0.080
H -0.262752 -1.796945 -3.379153 -0.28 -0.55 0.52 0.053
H 2.197592 1.730429 2.762353 -0.53 0.02 0.13 0.041
H -1.192013 4.970851 2.534113 -0.01 -0.03 -0.14 0.075
H 1.404531 0.323974 0.351066 -0.57 -0.07 -0.47 0.089
H -1.421215 0.165774 5.491412 -0.52 -0.28 -0.17 0.068
H 3.783398 -0.004004 -1.366118 -0.05 -0.23 -0.73 0.055
H -0.144054 5.390832 -2.979660 0.11 0.60 0.02 0.071
H -0.930953 -0.089940 0.402901 -0.18 -0.56 0.68 0.030
H 0.503350 1.234278 5.556897 0.35 0.12 0.40 0.065
H 3.623837 3.028610 -6.235999 0.20 -0.50 0.20 0.071
H -3.510231 -0.372433 -2.872625 -0.01 -0.24 0.18 0.076
H -4.005812 -3.978311 2.356593 0.04 -0.46 0.11 0.084
H 2.119802 -0.047688 3.995873 0.04 0.50 0.09 0.069
H 0.139119 2.969852 5.359133 0.35 -0.01 0.24 0.090
H 5.203335 -1.408081 -3.050055 0.85 -0.05 -0.28 0.078
H 1.290113 2.465441 -5.843811 0.97 0.00 0.56 0.095
H -3.450788 0.506251 2.819395 0.03 -0.48 0.19 0.087
H 1.154174 -1.514219 -4.435598 -0.99 -0.03 -0.10 0.105
H -1.698942 -3.969258 -1.937769 0.28 0.07 0.50 0.089
H -1.709177 -2.714072 -0.662768 0.30 -0.18 -0.14 0.069
H -4.823072 -2.345167 0.807927 0.32 0.27 0.02 0.069
H -0.376882 3.138818 0.501880 0.20 -0.13 -0.09 0.070
H 2.007334 1.820790 -4.326475 -0.33 0.25 0.07 0.064
H 1.854526 2.372652 5.086899 -0.29 0.05 0.61 0.087
H 2.947479 2.669913 -0.762285 0.18 -0.31 0.03 0.079
H -1.474177 3.710502 -2.193097 0.08 0.12 -0.35 0.066
H -7.040384 -0.963441 0.506323 0.96 0.01 -0.31 0.105
H 5.404377 -2.332819 1.922981 0.30 -0.39 -0.13 0.079
H 4.139425 -2.848398 0.813988 0.27 -0.45 0.30 0.077
H -1.704825 -1.324655 6.391397 0.74 -0.28 -0.78 0.088
H -1.235682 3.676431 -3.963663 -0.07 0.02 -0.17 0.086
H 3.928024 -2.943725 2.562921 -0.10 -0.35 -0.05 0.052
H -2.474192 -3.906395 1.348274 -1.08 0.27 0.51 0.084
H -2.648492 -1.337920 1.628433 0.31 0.41 -0.18 0.066
H -2.019807 0.915056 -1.119904 0.40 -0.26 -0.27 0.032
H 0.855777 -2.408210 4.048367 -0.04 -0.39 -0.78 0.062
H 0.003975 -4.038250 0.307016 0.73 0.16 0.61 0.000
```
Positions in Å, forces in eV/Å.

Gap between HOMO and LUMO in eV: 9.91
E_tot in eV: -59830.8115
HOMO level in eV: -9.6
Energy above the lowest of the compared OMol25 structures with the same formula, charge and spin in kcal per mole: 4.5

***

No. 2
Below is a 2-piece molecular cluster, C2H8NO overall, with properties calculated with the ωB97M-V functional and the def2-TZVPD basis.

```
12
Properties=species:S:1:pos:R:3:forces:R:3:lowdin_charge:R:1
O -1.661813 1.836816 2.180924 0.23 -0.13 -0.22 -0.629
N 0.307553 0.762528 0.203373 0.36 0.34 0.60 -0.042
C -0.193835 -0.494639 -0.305292 0.62 0.29 -1.34 -0.366
C 0.908574 -1.214316 -1.159071 -1.02 0.52 1.19 -0.132
H -0.299466 1.134339 0.952503 -0.34 -0.11 0.51 -0.004
H 1.685403 -1.461734 -0.442039 0.37 -0.32 -0.25 0.049
H -1.025546 -0.312349 -0.988405 -0.55 -0.32 0.09 0.084
H 0.269342 1.514523 -0.475113 0.05 -0.31 -0.37 0.049
H 1.290293 -0.493105 -1.870132 0.19 0.06 -0.27 0.045
H 0.502564 -2.086547 -1.679897 0.20 -0.03 0.09 0.049
H -1.272998 1.935735 3.057459 -0.01 0.00 -0.01 -0.203
H -0.510071 -1.121250 0.525690 -0.10 0.01 -0.01 0.099
```
Positions in Å, forces in eV/Å.

Gap between HOMO and LUMO in eV: 6.62
E_tot in eV: -5740.8802
HOMO level in eV: -2.5
Energy above the lowest of the compared OMol25 structures with the same formula, charge and spin in kcal per mole: 6.8
Charge: -1

***

No. 3
Below is C38H33N10PtS3 as an isolated structure, with properties calculated with the ωB97M-V functional and the def2-TZVPD basis.

```
85
Properties=species:S:1:pos:R:3:forces:R:3:lowdin_charge:R:1
Pt -0.300478 -0.099191 0.289831 -0.01 0.01 -0.02 1.353
S -0.757515 -0.399169 2.530971 0.00 -0.01 0.00 0.719
S -4.104607 -5.862681 -1.170125 0.00 0.01 -0.03 1.108
S -4.021819 5.830562 1.061889 0.00 -0.02 0.00 1.112
N 1.123288 -1.565341 0.327043 0.06 0.05 0.05 -0.161
N 1.531821 -2.111925 -0.840487 -0.08 -0.07 -0.01 0.034
N 2.389039 -3.016774 -0.592400 0.05 0.04 -0.01 0.131
N 1.082118 1.198989 0.896369 0.02 -0.01 0.01 -0.160
N -1.787097 1.276371 0.189437 0.02 -0.01 0.00 -0.069
N 1.308261 1.399523 2.223770 0.02 0.02 -0.02 0.057
N 0.417805 0.529755 -1.561352 0.00 0.02 -0.03 -0.056
N 0.668459 0.889824 4.340273 0.00 -0.02 0.00 0.137
N -1.815347 -1.340925 -0.354875 0.00 -0.02 0.00 -0.064
N 2.569214 -3.062114 0.736557 -0.01 0.00 0.01 -0.048
C -4.100905 -2.663557 -1.158544 -0.01 0.00 -0.01 0.088
C -5.336670 0.833668 -0.718632 0.00 0.01 -0.01 0.035
C -3.159928 -7.182146 -1.677147 0.01 -0.01 0.02 -0.361
C -0.004115 0.163885 -2.768570 0.00 0.01 0.01 -0.071
C 3.706998 4.705920 1.355460 0.01 0.00 0.00 -0.037
C 3.455512 -4.068545 1.360108 0.00 -0.02 0.01 -0.068
C -2.773386 -4.783145 -1.316956 -0.01 -0.02 0.03 -0.507
C -2.966010 0.727788 -0.201853 -0.01 0.01 -0.01 -0.151
C 2.700870 -5.348812 1.726709 0.00 0.02 0.03 -0.398
C 1.393838 1.462244 -1.415696 -0.02 0.02 -0.01 -0.174
C -2.984066 -0.660521 -0.489156 0.00 0.00 0.01 -0.157
C -2.906392 -3.360861 -1.034527 0.01 0.00 0.01 -0.166
C -5.355052 -0.489087 -0.991456 0.00 -0.01 0.01 0.034
C 1.493383 1.706297 -3.792776 0.00 0.00 -0.01 0.028
C -1.775694 -2.641640 -0.603224 -0.01 0.02 -0.01 -0.022
C 2.877855 2.727277 0.271271 0.01 0.03 0.02 -0.192
C 2.672423 3.819482 1.116716 -0.01 -0.01 -0.02 -0.026
C 4.955560 4.489486 0.784942 0.00 0.00 0.00 -0.027
C 4.132631 2.516835 -0.308160 -0.01 -0.01 0.00 -0.032
C -4.026321 2.860537 -0.015446 -0.01 0.02 -0.01 0.086
C 1.603651 -5.087151 2.753711 0.00 0.00 0.00 -0.063
C 0.518845 0.736725 3.026788 -0.04 0.04 0.02 -0.764
C 0.523535 0.729239 -3.918537 -0.01 0.00 0.00 0.015
C -1.870452 -6.824378 -1.946389 -0.01 0.00 -0.01 -0.148
C -4.163534 -1.291338 -0.882529 0.02 0.01 0.00 -0.099
C -1.500682 5.567686 0.740176 0.01 0.00 -0.01 -0.111
C 1.930685 2.083755 -2.525805 0.01 -0.01 0.01 0.050
C -2.819539 3.425450 0.379567 0.00 -0.03 -0.02 -0.160
C -4.124469 1.495509 -0.308663 0.01 -0.02 0.02 -0.098
C -2.664771 4.837234 0.695360 0.00 0.03 0.03 -0.498
C 5.171086 3.391225 -0.037090 0.01 0.00 0.01 -0.036
C -1.715793 6.923163 1.066797 -0.02 0.01 0.00 -0.146
C 1.787063 1.792025 -0.022407 -0.01 -0.03 0.01 -0.137
C -1.645743 -5.446055 -1.737435 0.01 0.00 -0.01 -0.116
C 2.165599 -6.076981 0.499004 0.02 0.01 0.00 -0.060
C 1.784150 -2.161881 1.305862 -0.03 -0.06 -0.02 -0.090
C -3.037681 7.199679 1.266801 0.01 0.01 0.01 -0.358
C -1.709787 2.565187 0.483815 0.01 0.00 0.03 -0.007
H 0.055701 0.441305 5.000942 0.00 0.00 0.00 0.116
H -0.833205 -3.147888 -0.457122 0.02 -0.01 0.00 0.109
H 5.764978 5.178679 0.984429 0.00 0.00 0.00 0.126
H -1.121284 -7.519264 -2.293896 0.00 0.00 0.00 0.118
H -3.603858 -8.162735 -1.746241 0.00 0.00 0.00 0.088
H 0.163371 0.409352 -4.885898 0.00 0.00 0.00 0.135
H -4.909333 3.481568 -0.110340 0.01 0.01 0.00 0.129
H -0.520686 5.169224 0.511393 -0.01 -0.02 -0.01 0.103
H 6.147164 3.218461 -0.469000 0.00 0.00 0.00 0.123
H 1.911258 2.180541 -4.670838 0.00 0.00 0.00 0.140
H 3.464277 -5.974593 2.197306 0.01 0.00 -0.02 0.153
H 1.707460 3.979215 1.579601 -0.01 0.00 0.01 0.104
H -3.484950 8.145602 1.528797 0.00 0.00 0.00 0.089
H 3.886726 -3.593984 2.240737 0.01 0.01 -0.01 0.140
H 1.368403 -5.507881 0.011353 -0.02 0.00 0.00 0.057
H 1.979218 -4.559614 3.633703 0.00 0.00 -0.01 0.088
H 3.545466 5.563249 1.994299 0.00 0.00 0.00 0.121
H 1.700258 -1.969974 2.361659 0.00 -0.01 0.00 0.137
H -0.935583 7.664850 1.142551 0.00 0.00 0.00 0.118
H 1.178540 -6.028754 3.097350 0.00 0.00 0.00 0.096
H -0.754488 2.934296 0.830082 -0.02 0.02 0.00 0.117
H 1.744676 -7.037774 0.791803 -0.01 0.00 -0.01 0.095
H -0.699611 -4.960809 -1.941422 0.00 0.00 0.00 0.111
H 0.776255 -4.512008 2.322458 0.00 0.00 0.00 0.069
H -6.274234 -0.972249 -1.295896 0.00 0.00 0.00 0.139
H 1.355816 1.541824 4.687954 0.01 -0.01 0.00 0.137
H 4.306861 1.658387 -0.946087 -0.01 0.00 -0.01 0.126
H -4.994901 -3.179842 -1.488594 0.00 0.00 0.00 0.134
H -6.240747 1.422408 -0.802339 0.00 0.00 0.00 0.139
H 4.244331 -4.250957 0.633217 -0.01 -0.01 0.00 0.141
H 2.675119 2.856174 -2.401760 0.01 0.00 0.01 0.134
H -0.775033 -0.594206 -2.807563 0.00 0.00 0.00 0.125
H 2.948098 -6.262802 -0.236928 0.00 0.00 0.00 0.092
```
Positions in Å, forces in eV/Å.

Gap between HOMO and LUMO in eV: 6.06
E_tot in eV: -90572.8436
HOMO level in eV: -15.0
Charge: +3

***

No. 4
Below is a 3-piece molecular cluster, C2H10N2O2 overall, with properties calculated with the ωB97M-V functional and the def2-TZVPD basis.

```
16
Properties=species:S:1:pos:R:3:forces:R:3:lowdin_charge:R:1
O -2.264670 -0.995352 -0.448312 -0.04 -0.27 0.03 -0.091
O -0.749908 -0.878340 -2.940404 0.33 -0.17 0.37 -0.079
N -1.051094 0.434206 1.688619 0.18 0.25 -0.06 0.065
N 0.940408 -0.023689 0.597913 0.12 0.05 -0.42 -0.050
C 2.091799 0.687556 0.023374 -0.57 -0.19 0.69 -0.078
C 0.206413 0.596503 1.556899 0.20 -0.10 0.24 -0.319
H 2.462666 1.405304 0.751590 0.06 -0.02 0.09 0.076
H -1.385832 1.037862 2.428421 -0.19 -0.27 0.24 0.052
H 0.355756 -0.481239 -0.093577 0.11 -0.02 0.07 0.107
H 1.771510 1.245320 -0.844670 0.16 0.10 -0.43 0.081
H -1.881042 -0.650702 0.386332 -0.28 0.26 0.01 -0.019
H 2.881636 -0.013840 -0.193593 0.24 -0.11 -0.29 0.073
H -3.174329 -1.250569 -0.247561 0.31 0.06 -0.06 0.047
H -1.197423 -1.121729 -2.111327 -0.27 0.20 -0.12 -0.015
H 0.159963 -1.166383 -2.798981 -0.12 0.01 -0.22 0.021
H 0.834153 1.175087 2.245282 -0.24 0.22 -0.14 0.128
```
Positions in Å, forces in eV/Å.

Gap between HOMO and LUMO in eV: 10.40
E_tot in eV: -9311.3843
HOMO level in eV: -9.5
SMILES string: [H]/N=C/NC.O.O
Energy above the lowest of the compared OMol25 structures with the same formula, charge and spin in kcal per mole: 4.3

***

- What is the E_tot in the fourth record?
  -9311.3843 eV

***

- Among the records above, which one has the highest gap between HOMO and LUMO?
  C2H10N2O2